[1]
An isolated molecule of C2H8O2Si, computed with ωB97M-V/def2-TZVPD.

Results
- Kohn-Sham gap (eV) = 10.566
- SMILES = C[SiH](C)OO
- calculated total energy (eV) = -14174.159

Element x y z (Å)
C  -0.024  1.019  1.460
Si  -0.675  0.102  -0.051
C  0.042  -1.715  0.055
O  -0.255  0.811  -1.582
O  1.104  0.666  -2.245
H  -0.814  1.414  2.036
H  0.689  0.465  2.078
H  0.434  1.842  0.985
H  -2.031  0.391  -0.397
H  0.968  -1.614  0.663
H  -0.630  -2.225  0.742
H  0.240  -2.417  -0.779
H  0.953  1.261  -2.965

Force components x, y, z for each atom (eV/Å):
-0.1 -1.5 -0.8
2.7 -1.2 -1.4
0.0 0.7 0.6
1.2 -0.1 -0.4
-1.3 -0.8 2.3
-0.9 0.3 0.9
-0.2 0.1 -0.2
1.0 1.2 -0.3
-1.1 -0.2 0.3
-0.3 0.0 -0.6
-0.3 -0.3 0.1
-0.3 0.9 0.2
-0.3 0.7 -0.7

Atom charges from the natural (NBO) analysis, given in e for atoms 1 to 5: -1.12 1.60 -1.10 -0.64 -0.45

***

[2]
A structure of composition C21H45N2P3RuSSe, computed with ωB97M-V/def2-TZVPD.

Results
- charge = +3
- Kohn-Sham gap (alpha / beta) (eV) = 5.525 / 6.086
- calculated total energy (eV) = -132087.971
- <S²> = 8.774
- multiplicity = 6

Element x y z (Å)
Ru  0.222  -0.362  -0.504
P  -1.630  -0.918  1.158
P  1.015  -2.467  0.025
P  -1.225  -0.742  -2.152
H  -1.172  4.398  1.456
C  -1.812  3.696  2.007
C  -1.808  3.647  3.351
H  -1.161  4.298  3.951
C  -1.299  -0.512  2.941
C  -2.292  -2.623  1.377
C  -3.195  0.047  0.962
C  2.729  -3.029  -0.431
C  1.094  -2.902  1.809
C  0.062  -3.807  -0.794
C  -1.844  0.910  -2.634
C  -2.777  -1.716  -1.933
C  -0.789  -1.436  -3.816
H  -2.596  3.202  1.423
H  -2.521  3.024  3.901
H  -1.580  0.526  3.166
H  -0.244  -0.648  3.212
H  -1.912  -1.175  3.568
H  -1.495  -3.310  1.679
H  -2.767  -2.990  0.462
H  -3.045  -2.588  2.176
H  -3.140  0.964  1.561
H  -4.035  -0.559  1.325
H  -3.378  0.332  -0.079
H  2.944  -3.982  0.071
H  3.482  -2.299  -0.113
H  2.835  -3.184  -1.514
H  0.932  -3.981  1.939
H  0.353  -2.361  2.408
H  2.092  -2.647  2.195
H  0.599  -4.755  -0.650
H  -0.015  -3.613  -1.871
H  -0.944  -3.910  -0.375
H  -2.825  0.805  -3.114
H  -1.139  1.367  -3.340
H  -1.928  1.558  -1.754
H  -3.407  -1.567  -2.823
H  -3.337  -1.393  -1.050
H  -2.546  -2.786  -1.846
H  -1.711  -1.778  -4.303
H  -0.105  -2.291  -3.747
H  -0.325  -0.671  -4.447
C  1.721  0.853  -3.386
C  1.578  2.097  -2.770
C  1.205  3.209  -3.531
C  1.070  3.091  -4.916
C  1.351  1.872  -5.551
C  1.714  0.762  -4.795
Se  1.788  -0.802  -2.366
H  -1.055  1.032  1.200
H  1.702  2.179  -1.690
H  1.015  4.161  -3.030
H  0.753  3.951  -5.504
H  1.282  1.786  -6.637
H  1.950  -0.193  -5.267
S  -0.093  1.872  0.532
C  1.146  1.665  1.774
N  1.126  2.428  2.870
C  1.843  2.021  4.075
C  3.149  1.377  3.671
C  2.947  0.259  2.673
N  2.077  0.727  1.593
H  0.324  3.052  2.965
H  1.224  1.327  4.662
H  2.015  2.917  4.678
H  3.648  0.977  4.557
H  3.811  2.135  3.240
H  2.494  -0.620  3.158
H  3.897  -0.056  2.229
H  1.960  0.148  0.735

Force components x, y, z for each atom (eV/Å):
0.4 1.8 0.6
-1.6 -1.0 1.7
2.0 -3.4 1.2
-3.2 -1.2 -3.6
-0.3 -0.3 0.3
-0.5 0.8 0.9
-0.2 0.1 -0.6
-0.2 -0.3 -0.2
0.1 0.0 0.1
0.0 -0.1 -0.1
0.0 0.1 -0.1
-0.1 0.2 -0.2
-0.2 0.0 0.2
-0.2 0.0 0.1
0.0 0.3 0.1
-0.1 0.1 0.3
0.1 -0.1 0.1
0.4 0.0 0.2
0.3 0.3 -0.2
0.1 -0.2 0.0
-0.2 0.0 0.0
0.2 0.3 -0.1
-0.3 0.1 -0.1
0.1 0.1 0.2
0.2 0.0 -0.2
-0.1 -0.2 -0.1
0.1 0.2 -0.1
0.0 0.0 0.2
-0.2 0.2 -0.1
-0.1 -0.1 0.0
-0.1 0.0 0.4
0.1 0.2 0.0
0.3 -0.3 -0.2
-0.2 -0.1 -0.2
-0.1 0.2 0.0
0.1 0.0 0.2
0.2 0.0 -0.2
0.2 0.1 0.1
-0.1 -0.1 0.2
-0.2 0.0 -0.3
0.2 0.0 0.3
0.0 -0.2 -0.3
0.0 0.3 -0.1
0.2 0.1 0.1
-0.2 0.1 -0.1
-0.1 -0.2 0.2
0.4 -0.4 -0.1
-0.6 0.3 0.1
0.3 -0.2 0.3
0.0 -0.2 0.0
0.1 0.1 0.1
-0.1 -0.3 0.2
1.9 1.4 -2.2
1.2 1.7 -0.5
0.0 0.1 -0.2
0.2 -0.3 -0.2
0.1 -0.2 0.1
0.1 0.1 0.4
-0.1 0.3 0.0
-0.6 -0.3 0.2
1.2 0.2 1.8
-0.8 -1.1 -1.4
0.3 0.1 0.5
0.6 0.2 0.2
0.4 -0.3 0.2
-1.2 0.2 -0.3
0.1 0.0 -0.1
0.0 0.2 -0.2
0.0 -0.2 -0.1
0.0 0.1 -0.1
0.0 -0.1 0.1
0.0 0.2 -0.2
-0.2 0.1 0.1
0.4 0.5 0.7

Atom charges from the Mulliken analysis, given in e for atoms 1 to 5: 0.43 0.82 1.00 1.13 0.33

***

[3]
The ion C8H11NO2P with charge -1, computed with ωB97M-V/def2-TZVPD.

Results
- charge = -1
- Kohn-Sham gap (eV) = 8.174
- SMILES = CN(C)[P@@](=O)([O-])c1ccccc1
- calculated total energy (eV) = -23349.610

Element x y z (Å)
C  0.677  -0.514  2.138
N  -0.310  0.417  1.696
C  -1.516  0.716  2.441
P  0.527  1.631  0.719
O  -0.322  2.827  0.583
O  2.229  1.726  0.985
C  0.377  0.759  -0.943
C  -0.813  0.143  -1.420
C  -0.953  -0.336  -2.714
C  0.026  -0.131  -3.646
C  1.220  0.411  -3.231
C  1.366  0.905  -1.960
H  0.353  -1.627  2.422
H  1.446  -0.652  1.284
H  1.218  -0.364  3.099
H  -1.821  1.797  2.245
H  -2.261  0.044  2.162
H  -1.385  0.455  3.464
H  -1.732  0.107  -0.734
H  -1.873  -0.693  -3.054
H  -0.018  -0.398  -4.632
H  2.061  0.787  -3.811
H  2.391  1.384  -1.646

Force components x, y, z for each atom (eV/Å):
1.1 -3.7 0.3
1.6 1.3 -0.7
1.3 1.7 -0.6
5.3 -1.2 -0.3
-0.5 0.8 0.5
-6.6 -0.5 -0.6
-0.1 0.0 -1.6
-0.7 0.5 2.1
0.4 1.0 0.4
1.5 0.2 1.4
0.9 1.8 0.3
1.7 0.5 3.1
-0.4 1.9 -1.2
-1.1 0.3 1.6
0.0 1.1 -0.5
0.4 -1.5 0.5
-1.8 -1.0 -1.0
0.3 0.5 1.4
1.5 -0.1 -0.9
-1.4 -0.7 -0.2
-0.7 -0.8 -2.4
-0.3 -0.9 -0.9
-2.2 -0.8 -0.6

Atom charges from the natural (NBO) analysis, given in e for atoms 1 to 5: -0.41 -0.79 -0.40 2.22 -1.15

***

Taking the records one at a time from the top gives molecular weight values of 92.170; 630.624; 184.155 u.
Taking the records one at a time from the top gives ΔE to the lowest compared entry with this formula, charge and spin values of 5.307; 0.759; 1.102 eV.
Taking the records one at a time from the top gives F_max values of 3.24; 4.96; 6.67 eV/Å.